# 1
The following is a DFT calculation (the ωB97M-V functional and the def2-TZVPD basis) of one molecule with the formula CHFN2O5 in a non-equilibrium geometry.

Last column: Löwdin charge in e.
Atoms and positions in Å:
O: -1.51825 1.44314 -0.55573  0.15
N: -0.41326 1.29493 -0.14774  -0.35
O: 0.42558 2.04750 0.05239  0.20
C: -0.08564 -0.13372 0.33547  -0.40
O: -1.09450 -0.99505 0.23914  0.18
F: 0.31210 -0.02438 1.60501  0.16
N: 1.18183 -0.78981 -0.41722  -0.28
O: 2.19995 -0.80968 0.21675  0.14
O: 0.95737 -1.32857 -1.50028  0.10
H: -1.96519 -0.70437 0.17222  0.10

Values from the calculation:
F_max, eV Å⁻¹: 5.3
HOMO-LUMO gap, eV: 11.2
LUMO energy, eV: -0.72
HOMO, eV: -11.95
Calculated total energy, hartree: -624.06343

***

# 2
The following is a DFT calculation (the ωB97M-V functional and the def2-TZVPD basis) of CHFO2 as an isolated structure in a non-equilibrium geometry.

Last column: Löwdin charge in e.
Atoms and positions in Å:
C: -0.12301 -0.89477 -0.19818  -0.37
O: 0.80469 -1.63016 -0.09591  0.14
O: -1.23912 -1.21470 0.44804  0.17
F: -2.24566 -0.03824 -0.12734  -0.08
H: -0.35056 0.00905 -0.80222  0.15

Values from the calculation:
F_max, eV Å⁻¹: 4.3
HOMO-LUMO gap (spin up / spin down), eV: 9.2 / 9.2
LUMO energy (spin up / spin down), eV: -2.93 / -2.93
HOMO (spin up / spin down), eV: -12.09 / -12.09
Calculated total energy, hartree: -288.89414

***

Relative energy (zero: lowest compared OMol25 entry of this formula, charge and spin)? In order: 0.113 5.276 eV.